No. 1
{"formula": "C7H12O", "method": "ωB97M-V/def2-TZVPD", "symbols": ["C", "C", "C", "C", "C", "C", "C", "O", "H", "H", "H", "H", "H", "H", "H", "H", "H", "H", "H", "H"], "positions_angstrom": [[0.08401, -1.28628, 0.50257], [1.15595, 0.63779, 0.74607], [0.28786, -1.83591, -0.85763], [1.69813, 0.99385, -0.62726], [-0.49089, -0.02424, 0.97532], [-1.46488, 0.47748, -0.13396], [-2.61841, 1.02852, 0.22621], [-0.84708, 0.13345, 2.18926], [0.07925, -2.04818, 1.28566], [1.91290, 0.16722, 1.37411], [0.94740, 1.56269, 1.28618], [-1.17517, 0.40106, -1.17440], [0.31367, -1.09463, -1.65177], [1.23770, -2.38777, -0.88695], [-0.49943, -2.56598, -1.08258], [0.94644, 1.48058, -1.25306], [2.51191, 1.71576, -0.50547], [2.12297, 0.14444, -1.16451], [-2.88177, 1.11854, 1.27309], [-3.32055, 1.38161, -0.52090]], "forces_ev_per_a": [[-1.0, 0.7, 0.8], [1.1, 0.1, -0.4], [0.8, 0.4, -0.2], [0.0, -0.1, -0.1], [-2.0, -1.4, -0.5], [0.6, 1.1, 0.7], [0.2, -0.2, -0.2], [0.6, 0.0, -0.7], [0.9, 0.3, 0.3], [-0.2, -0.4, -0.1], [-0.7, -0.3, 0.0], [-0.1, -0.1, 0.0], [-0.2, 0.0, 0.0], [-0.2, 0.0, 0.0], [0.0, 0.1, 0.2], [0.0, -0.1, 0.0], [-0.1, 0.0, 0.1], [-0.1, 0.0, 0.0], [0.1, 0.0, 0.0], [0.0, -0.1, 0.0]], "mulliken_charge": [-0.3439, -0.6906, -1.4669, -1.0707, 1.4628, -0.1804, -0.9040, -0.8252, 0.4377, 0.4142, 0.3596, 0.1620, 0.3362, 0.3766, 0.3844, 0.3037, 0.3850, 0.2691, 0.3058, 0.2846], "lumo_energy_ev": [-0.533, -0.535], "orbital_gap_ev": [7.581, 7.578], "relative_energy_kj_mol": 406.9, "largest_force_ev_per_a": 2.46}

No. 2
{"formula": "C7H12O", "method": "ωB97M-V/def2-TZVPD", "symbols": ["C", "C", "C", "C", "C", "C", "C", "H", "H", "H", "H", "H", "H", "H", "H", "H", "H", "O", "H", "H"], "positions_angstrom": [[-0.98082, 2.93907, 0.34455], [0.17757, 2.35995, 0.66694], [0.37243, 0.92378, 0.85639], [-0.42136, -0.03078, 0.35949], [-0.14252, -1.48344, 0.37015], [1.04817, -1.98688, 0.69677], [-1.19256, -2.37946, -0.25602], [-1.06097, 4.00356, 0.19035], [-1.87767, 2.35316, 0.50088], [1.06230, 2.96838, 0.80937], [1.36397, 0.61278, 1.16341], [-1.36622, 0.27962, -0.07741], [1.81188, -1.38232, 1.16543], [1.23827, -3.04421, 0.60601], [-1.66270, -1.92925, -1.12345], [-1.91208, -2.68593, 0.50334], [-0.67950, -3.27839, -0.60049], [1.14137, -0.01123, -2.24229], [0.59367, 0.63981, -1.79447], [0.95180, -0.80547, -1.72857]], "forces_ev_per_a": [[0.2, -0.3, 1.0], [-0.2, 0.3, 0.0], [0.4, -0.3, -0.8], [-0.4, 0.1, 0.8], [0.1, 0.2, -0.9], [-0.2, 0.1, 0.5], [0.8, -0.3, 0.4], [-0.1, 0.0, -0.1], [-0.3, 0.1, -0.6], [0.1, 0.0, -0.3], [0.0, 0.1, 0.4], [0.0, -0.1, -0.1], [0.1, 0.0, -0.1], [0.1, -0.1, 0.0], [-0.3, 0.2, 0.1], [-0.3, 0.1, -0.2], [-0.2, -0.1, 0.0], [-0.1, -0.1, -0.1], [0.1, 0.2, 0.0], [0.2, -0.1, -0.1]], "mulliken_charge": [-0.7833, -0.1433, 0.1015, -0.5279, 0.7461, -0.9664, -1.3134, 0.2867, 0.2482, 0.3047, 0.0974, 0.2705, 0.2479, 0.2959, 0.3401, 0.3442, 0.3938, -0.6560, 0.3509, 0.3626], "lumo_energy_ev": -0.053, "orbital_gap_ev": 8.513, "relative_energy_kj_mol": 162.8, "largest_force_ev_per_a": 1.10, "smiles": "C=C/C=C/C(=C)C.O"}

No. 3
{"formula": "C7H12O", "method": "ωB97M-V/def2-TZVPD", "symbols": ["C", "C", "C", "C", "C", "O", "C", "C", "H", "H", "H", "H", "H", "H", "H", "H", "H", "H", "H", "H"], "positions_angstrom": [[2.47187, -0.34821, 0.31790], [1.15177, -0.48249, 0.41504], [0.29757, 0.72688, 0.47904], [-0.00004, 1.50302, -0.55638], [-1.11698, 2.52022, -0.59379], [-2.40017, 1.85052, -0.54275], [0.48870, -1.82078, 0.62474], [-0.78465, -2.01204, -0.18507], [3.10356, -1.23519, 0.33996], [3.02020, 0.57017, 0.28163], [-0.24766, 0.84589, 1.39376], [0.38243, 1.25108, -1.53693], [-1.12978, 2.98957, -1.57675], [-1.06582, 3.24145, 0.22295], [-2.27590, 1.04137, -0.02431], [0.36608, -1.93138, 1.71071], [1.19737, -2.63137, 0.43879], [-0.81796, -1.35865, -1.06054], [-0.96384, -3.03000, -0.51514], [-1.67672, -1.69007, 0.36713]], "forces_ev_per_a": [[0.2, -1.1, 0.0], [0.7, 0.6, 0.2], [-0.3, -0.4, -0.6], [-0.4, -0.1, -0.4], [-0.4, -0.7, 0.0], [0.3, -0.2, 0.3], [0.5, -0.3, 0.4], [-0.9, 0.6, 0.1], [-0.1, 0.0, -0.1], [-0.2, 0.6, -0.1], [-0.2, 0.3, 0.7], [0.4, 0.0, 0.0], [0.2, 0.4, 0.3], [0.1, 0.1, -0.1], [-0.1, 0.3, -0.2], [-0.6, 0.1, -0.1], [0.2, 0.2, -0.4], [0.4, -0.2, -0.1], [0.1, -0.1, 0.1], [0.1, -0.2, 0.1]], "mulliken_charge": [-1.0959, 0.3747, -0.3293, -0.2057, -0.4543, -0.5166, -0.5475, -1.0297, 0.2820, 0.3170, 0.4180, 0.3227, 0.2711, 0.2477, 0.3364, 0.3380, 0.3840, 0.3075, 0.3500, 0.2298], "lumo_energy_ev": 0.939, "orbital_gap_ev": 10.307, "relative_energy_kj_mol": 141.4, "largest_force_ev_per_a": 1.07, "smiles": "C=C(/C=C/CO)CC"}

No. 4
{"formula": "C7H12O", "method": "ωB97M-V/def2-TZVPD", "symbols": ["C", "C", "C", "C", "C", "C", "C", "O", "H", "H", "H", "H", "H", "H", "H", "H", "H", "H", "H", "H"], "positions_angstrom": [[2.01619, -0.61555, 0.89695], [1.21238, -0.36338, -0.39907], [0.93867, 1.10912, -0.57256], [-0.47720, 1.60604, 0.25806], [-0.99672, 0.36296, 0.68548], [-2.11906, -0.67566, 0.41246], [-1.10427, -0.41518, -0.59484], [0.12623, -1.20664, -0.72566], [1.50596, 0.25609, 1.56859], [3.03153, -0.00883, 0.63988], [2.07972, -1.80044, 1.25103], [1.98947, -0.39232, -1.28433], [1.72596, 1.72610, -0.29222], [0.43213, 1.26513, -1.58394], [-1.23953, 1.97050, -0.46235], [-0.26728, 2.40129, 0.93604], [-0.03827, -0.18706, 1.11763], [-3.09934, -0.06460, 0.39798], [-2.47899, -1.69389, 0.93352], [-1.47115, 0.13095, -1.53541]], "forces_ev_per_a": [[0.4, 1.9, 0.5], [3.2, 0.3, -2.8], [-6.0, 0.7, -0.5], [0.8, 2.5, -1.9], [2.6, -5.7, 1.7], [-3.7, 0.3, 2.3], [0.7, -1.0, -1.5], [-1.8, 0.4, -0.4], [1.5, -2.9, -0.2], [-1.8, -2.2, 0.9], [-0.1, 3.6, -0.7], [-1.3, -1.1, 1.4], [1.5, 1.1, -0.1], [2.0, 0.0, 0.8], [0.8, 0.6, 0.0], [0.1, 0.5, 0.9], [-3.3, 0.9, 0.2], [1.4, -1.2, -1.1], [1.9, 2.4, -0.7], [0.9, -1.0, 1.3]], "mulliken_charge": [-0.8641, -0.0478, -0.8181, -0.8901, 0.2744, -0.6087, 0.0468, -0.4313, 0.2875, 0.3093, 0.2679, 0.3126, 0.4913, 0.3605, 0.3121, 0.3052, -0.0046, 0.2267, 0.2361, 0.2344], "lumo_energy_ev": 1.051, "orbital_gap_ev": 9.686, "relative_energy_kj_mol": 596.8, "largest_force_ev_per_a": 6.54, "smiles": "C[C@@H]1CC[C@H]2C[C@@H]2O1"}

No. 5
{"formula": "C7H12O3", "method": "ωB97M-V/def2-TZVPD", "symbols": ["C", "O", "C", "C", "C", "C", "O", "C", "C", "H", "H", "H", "H", "H", "H", "H", "H", "H", "H", "O", "H", "H"], "positions_angstrom": [[-0.63707, 2.06920, -0.53316], [-1.55560, 1.00713, -0.24070], [-0.06358, 0.73830, -0.34587], [0.67281, -0.11292, -1.36114], [1.82923, 0.22507, -0.39653], [0.72556, 0.20220, 0.83924], [0.49467, -1.14528, 1.17293], [-0.22721, -1.87634, 0.18436], [0.27501, -1.58464, -1.23586], [-0.71502, 2.44939, -1.55486], [-0.51157, 2.80296, 0.26985], [0.72713, 0.24556, -2.39508], [2.58840, -0.55358, -0.25904], [2.32258, 1.18786, -0.56977], [1.04806, 0.77258, 1.71641], [-0.11556, -2.93719, 0.43917], [-1.29719, -1.62638, 0.26404], [-0.52820, -1.83060, -1.94433], [1.14275, -2.21131, -1.48814], [-1.71447, 0.85501, 2.57272], [-2.26702, 1.03072, 1.67826], [-2.19370, 0.29226, 3.18748]], "forces_ev_per_a": [[0.1, -0.2, 0.4], [1.2, -0.1, -0.6], [-3.1, 0.0, 1.0], [-0.2, 0.6, 0.4], [0.8, -1.1, 1.1], [2.3, 0.4, -2.3], [-0.2, 0.3, 0.1], [-0.2, 0.0, 0.0], [0.0, -0.2, -0.1], [0.1, 0.1, 0.3], [-0.1, -0.1, -0.3], [0.0, -0.1, 0.3], [-0.1, 0.1, -0.1], [-0.4, -0.1, 0.1], [-0.8, -0.1, -0.2], [0.0, 0.3, 0.0], [0.3, 0.1, -0.1], [0.2, 0.1, 0.1], [-0.2, 0.1, 0.1], [-1.3, 0.9, -2.7], [1.8, -1.0, 3.1], [-0.4, 0.0, -0.4]], "mulliken_charge": [-0.3116, -0.6654, 0.2459, 0.0624, -1.0757, -0.0674, -0.4296, -0.5043, -0.7154, 0.2774, 0.2428, 0.4269, 0.3766, 0.3148, 0.4783, 0.3953, 0.2338, 0.3586, 0.3434, -0.6339, 0.3640, 0.2831], "lumo_energy_ev": 0.919, "orbital_gap_ev": 10.083, "relative_energy_kj_mol": 291.9, "largest_force_ev_per_a": 3.73}